C43H37AsFN4Pt | ωB97M-V/def2-TZVPD

As for the expectation value of S²: 6.05. For the highest occupied orbital energy (alpha / beta), the calculation gives -15.13 / -15.87 eV. The molar mass is 898.795 g mol⁻¹. The HOMO-LUMO gap (alpha / beta) comes out at 0.2878 / 0.2076 Ha. The total energy is -4333.793149 hartree. The value obtained for the LUMO energy (alpha / beta) is -7.302 / -10.219 eV. As for the total charge: +3. As for the spin multiplicity: 5.

```
87
Properties=species:S:1:pos:R:3:forces:R:3
Pt 0.0698 1.5198 1.3842 -0.41 0.37 0.66
C -2.2724 3.3966 0.7935 -0.04 0.04 -0.04
N -2.0562 1.9280 0.8927 0.06 0.00 -0.30
C -2.2578 1.2537 -0.4137 0.04 0.00 0.06
C -1.1293 1.5634 -1.3707 0.01 0.05 -0.02
C -1.3448 1.7755 -2.7220 -0.01 -0.01 0.03
C -0.2561 2.0222 -3.5475 0.03 0.00 0.00
C 1.0163 2.0596 -2.9969 -0.01 0.01 -0.04
C 1.1542 1.8537 -1.6369 -0.05 -0.08 0.02
N 0.1063 1.6022 -0.8468 -0.07 -0.12 -0.10
C -2.8844 1.3269 1.9534 0.05 0.05 0.16
C -2.4329 1.7884 3.3231 0.03 0.00 -0.05
C -3.3340 1.9376 4.3619 0.00 0.03 0.02
C -2.8555 2.2943 5.6161 0.03 0.01 -0.01
C -1.4956 2.5074 5.7822 -0.05 0.02 -0.01
C -0.6637 2.3542 4.6859 0.04 0.00 -0.01
N -1.1179 1.9942 3.4845 -0.14 -0.26 -0.05
C -1.1064 4.2510 1.2237 0.00 0.03 -0.01
C -1.2737 5.6151 1.3928 0.02 0.04 0.00
C -0.1802 6.3918 1.7369 -0.04 0.02 -0.01
C 1.0561 5.7843 1.9033 0.03 -0.03 0.00
C 1.1484 4.4206 1.7245 0.01 0.01 0.03
N 0.0852 3.6737 1.3924 0.15 -0.02 -0.12
H -3.1468 3.6710 1.3860 -0.02 -0.01 -0.02
H -2.5068 3.6439 -0.2444 0.00 0.01 0.00
H -3.2189 1.5344 -0.8527 0.00 0.01 0.01
H -2.2789 0.1779 -0.2209 0.00 0.03 -0.02
H -2.3507 1.7579 -3.1208 0.00 0.00 0.00
H -0.4031 2.1999 -4.6048 0.00 0.00 0.00
H 1.8887 2.2580 -3.6042 0.00 0.00 0.00
H 2.1242 1.8864 -1.1562 0.00 0.02 0.01
H -2.7702 0.2453 1.8852 -0.02 -0.05 -0.02
H -3.9404 1.5635 1.7933 0.01 0.02 0.02
H -4.3917 1.7778 4.1964 0.00 0.00 0.00
H -3.5380 2.4129 6.4471 0.01 0.00 0.00
H -1.0833 2.7954 6.7388 0.00 0.00 0.00
H 0.4032 2.5250 4.7682 0.01 -0.02 0.00
H -2.2491 6.0635 1.2556 -0.01 -0.01 0.00
H -0.2912 7.4590 1.8750 0.00 0.00 0.00
H 1.9335 6.3542 2.1728 0.00 -0.01 0.00
H 2.0862 3.8966 1.8544 0.00 -0.01 0.00
C 4.2568 0.0017 -5.4948 0.01 0.01 0.00
C 3.0310 -0.6056 -5.7443 -0.01 -0.01 -0.01
C 2.3156 -1.1816 -4.7071 0.01 0.01 -0.01
C 2.8606 -1.1505 -3.4226 0.09 -0.04 0.04
C 4.0844 -0.5289 -3.1583 -0.03 -0.02 -0.04
C 4.7848 0.0396 -4.2074 0.00 -0.01 0.00
As 1.9029 -1.9165 -1.9848 -0.07 -0.01 0.02
C 2.5591 -3.3440 -0.9332 0.09 0.08 -0.06
C 3.7714 -3.4630 -0.2665 -0.02 -0.02 -0.02
C 4.0107 -4.6232 0.4555 -0.01 -0.01 0.00
C 3.0418 -5.6187 0.5111 0.01 0.03 -0.01
C 1.8238 -5.4792 -0.1497 -0.02 -0.03 -0.01
C 1.5620 -4.3320 -0.8791 -0.09 -0.01 -0.02
C 0.3258 -4.0599 -1.6600 0.07 -0.04 0.04
C -0.7749 -4.8976 -1.7632 0.02 -0.03 -0.01
C -1.8634 -4.5174 -2.5424 0.00 0.01 -0.02
C -1.8773 -3.3005 -3.2185 0.01 -0.02 0.01
C -0.7869 -2.4467 -3.1264 0.00 -0.02 0.03
C 0.3050 -2.8472 -2.3654 -0.01 0.09 -0.04
H 4.8119 0.4407 -6.3131 0.00 0.00 0.00
H 2.6425 -0.6462 -6.7529 0.00 0.00 0.00
H 1.3762 -1.6819 -4.9042 0.00 0.00 0.00
H 4.4939 -0.5079 -2.1554 0.01 0.01 0.00
H 5.7458 0.5020 -4.0280 0.00 0.00 0.00
H 4.5219 -2.6853 -0.3173 0.01 -0.01 0.00
H 4.9529 -4.7528 0.9695 0.00 -0.01 0.00
H 3.2380 -6.5230 1.0712 0.00 0.00 0.01
H 1.0964 -6.2789 -0.1036 0.01 -0.01 0.01
H -0.7889 -5.8540 -1.2574 -0.01 0.00 0.00
H -2.7111 -5.1842 -2.6288 0.00 0.00 0.00
H -2.7305 -3.0284 -3.8247 0.00 -0.01 0.00
H -0.7852 -1.4971 -3.6478 -0.01 -0.01 -0.01
F -3.7442 -3.4009 1.7946 -0.01 -0.01 0.00
C -2.6581 -2.6615 1.9286 0.01 0.03 -0.02
C -1.8498 -2.4512 0.8122 0.03 0.00 0.03
C -0.7193 -1.6877 0.9679 0.01 -0.03 0.04
C -0.3755 -1.1018 2.2195 0.11 -0.09 -0.03
C 0.8342 -0.3656 2.3559 0.17 0.01 -0.24
C -1.2354 -1.3497 3.3253 -0.05 0.00 0.03
C -2.3579 -2.1281 3.1834 0.03 0.04 0.07
H -2.1047 -2.9126 -0.1339 -0.01 0.01 0.02
H -0.0511 -1.5378 0.1300 0.01 0.04 -0.06
H 1.6088 -0.5697 1.6176 0.05 -0.02 0.06
H 1.1922 -0.0964 3.3413 -0.08 -0.06 0.06
H -0.9764 -0.9515 4.2988 0.00 0.02 -0.02
H -3.0022 -2.3540 4.0230 -0.01 -0.01 -0.02
```
Positions in Å, forces in eV/Å.

C43H38AsN3OPdS | ωB97M-V/def2-TZVPD

For the highest occupied orbital energy, the calculation gives -6.06 eV. The molar mass is 826.206 g mol⁻¹. The HOMO-LUMO gap comes out at 0.2222 Ha. The total energy is -4662.716824 hartree. The value obtained for the LUMO energy is -0.009 eV. As for the total charge: 0. As for the spin multiplicity: 1.

```
88
Properties=species:S:1:pos:R:3:forces:R:3
Pd -0.1871 0.0414 1.3087 -1.20 -0.20 0.09
C -0.7285 -0.0141 5.5107 -0.01 0.01 -0.52
C 0.5746 0.0613 5.9766 0.03 -0.04 0.43
C 1.6334 0.1686 5.0999 0.36 -0.02 -0.54
C 1.4285 0.2030 3.7095 -1.32 -0.04 1.06
C 0.0916 0.1705 3.2541 0.31 0.19 -1.31
C -0.9580 0.0495 4.1380 -0.42 -0.04 0.91
C 2.4945 0.2338 2.7327 -0.25 0.17 -2.96
C 3.8607 0.1564 3.0361 0.96 0.10 0.01
C 4.8084 0.1388 2.0422 -0.63 0.06 0.02
C 4.4067 0.2125 0.6819 -0.44 0.08 0.50
C 5.3030 0.1799 -0.3891 0.22 -0.04 -0.93
C 4.8523 0.1999 -1.6990 1.02 -0.07 0.86
C 3.4919 0.2644 -1.9588 -1.06 0.05 0.47
C 2.5821 0.3224 -0.9200 -0.01 0.00 -0.74
C 3.0061 0.2905 0.4202 0.94 0.03 0.59
N 2.1052 0.2813 1.4236 0.98 -0.21 1.77
H -1.5539 -0.1243 6.2006 -0.04 0.02 0.06
H 0.7643 0.0235 7.0407 0.05 0.02 0.05
H 2.6364 0.2220 5.4980 0.11 -0.01 0.10
H -1.9825 -0.0173 3.7744 0.21 0.04 -0.01
H 4.1665 0.0998 4.0696 0.10 -0.01 0.07
H 5.8594 0.0563 2.2799 0.09 0.02 0.05
H 6.3623 0.1301 -0.1760 0.10 0.00 -0.03
H 5.5617 0.1613 -2.5121 0.08 0.00 -0.05
H 3.1362 0.2608 -2.9811 -0.03 0.04 -0.03
H 1.5228 0.3635 -1.1239 -0.13 -0.01 0.07
S -1.0567 -2.3502 1.4414 -0.23 0.44 0.13
C 0.6279 -2.5236 1.4018 -0.58 -0.92 0.04
N 1.2983 -2.5219 0.2423 0.28 -0.07 -0.35
C 2.6759 -2.9483 0.1031 0.23 -0.11 0.06
C 3.0272 -3.9114 1.2323 -0.05 0.25 0.03
C 2.6548 -3.2724 2.5668 0.23 -0.04 -0.08
N 1.2518 -2.9215 2.5230 0.36 0.13 0.01
H 0.8294 -2.0968 -0.5526 -0.11 -0.06 0.30
H 3.3546 -2.0877 0.1189 -0.01 -0.18 -0.02
H 2.7800 -3.4390 -0.8691 0.02 0.05 0.09
H 4.0909 -4.1365 1.2016 0.06 -0.04 0.01
H 2.4649 -4.8395 1.1200 0.02 -0.05 -0.04
H 3.2729 -2.3855 2.7556 0.02 -0.15 0.00
H 2.7962 -3.9796 3.3876 0.05 0.09 -0.05
H 0.7176 -2.8932 3.3772 -0.11 0.05 -0.20
C -1.4452 4.6302 0.6724 -0.06 0.23 -0.06
C -2.0761 3.8866 1.6551 -0.14 -0.08 0.13
C -1.6605 2.5903 1.9261 0.09 0.43 -0.08
C -0.5992 2.0298 1.2217 -0.17 -0.76 0.24
C 0.0359 2.7873 0.2460 -0.03 0.26 0.06
C -0.3891 4.0790 -0.0307 0.16 0.02 -0.09
H -1.7633 5.6424 0.4663 -0.06 0.09 -0.03
H -2.8977 4.3089 2.2176 -0.08 0.11 0.03
H -2.1616 2.0391 2.7150 0.02 -0.05 -0.06
H 0.8817 2.3889 -0.3028 -0.02 -0.08 -0.03
H 0.1145 4.6514 -0.7979 0.04 0.12 -0.08
O -0.4713 -0.3256 -0.8791 1.30 0.01 1.00
As -1.7517 0.0351 -1.8155 -0.95 0.27 -0.83
C -1.5000 1.7267 -2.7263 -0.07 -0.26 0.12
C -0.2930 1.9515 -3.3797 0.01 -0.36 0.12
C -0.0743 3.1510 -4.0299 0.06 0.02 -0.04
C -1.0572 4.1285 -4.0234 -0.10 0.01 0.09
C -2.2408 3.9220 -3.3310 0.04 0.13 -0.10
C -2.4616 2.7247 -2.6757 -0.18 -0.35 0.10
C -1.6779 -1.4385 -3.0784 -0.07 0.26 0.06
C -1.7469 -2.7092 -2.5129 -0.19 0.20 0.31
C -1.4490 -3.8216 -3.2769 0.00 -0.05 -0.02
C -1.0690 -3.6690 -4.6030 0.01 0.07 -0.02
C -1.0129 -2.4040 -5.1682 0.06 -0.13 -0.13
C -1.3129 -1.2856 -4.4081 -0.17 0.33 0.11
C -3.4571 0.0378 -0.9132 0.09 -0.05 -0.26
C -3.5258 0.0007 0.4705 0.64 0.03 0.28
C -4.7592 -0.1028 1.0863 -0.31 -0.01 -0.09
C -5.9160 -0.1785 0.3225 0.10 -0.04 0.11
C -5.8449 -0.1277 -1.0617 -0.17 0.02 -0.07
C -4.6161 -0.0107 -1.6830 0.32 0.00 -0.18
H 0.4683 1.1775 -3.3617 0.03 0.08 -0.06
H 0.8593 3.3273 -4.5419 0.10 0.00 -0.05
H -0.8973 5.0562 -4.5515 0.03 0.11 -0.01
H -2.9923 4.6958 -3.3007 -0.07 0.08 0.01
H -3.3772 2.5527 -2.1219 -0.02 0.10 -0.02
H -2.0178 -2.8079 -1.4632 0.11 -0.08 -0.08
H -1.5000 -4.8056 -2.8343 0.00 -0.07 0.03
H -0.8064 -4.5358 -5.1928 -0.03 -0.04 -0.05
H -0.7205 -2.2881 -6.2018 0.02 0.01 -0.07
H -1.2625 -0.2912 -4.8404 0.04 -0.08 -0.04
H -2.5984 0.0403 1.0626 -0.38 -0.01 -0.24
H -4.8240 -0.1383 2.1629 0.03 0.00 0.12
H -6.8744 -0.2934 0.8090 -0.06 0.04 0.01
H -6.7481 -0.1916 -1.6522 -0.03 0.03 -0.04
H -4.5344 0.0357 -2.7653 -0.15 -0.08 0.02
```
Positions in Å, forces in eV/Å.

C43H38BaN7 | ωB97M-V/def2-TZVPD

For the highest occupied orbital energy, the calculation gives -9.04 eV. The molar mass is 790.154 g mol⁻¹. The HOMO-LUMO gap comes out at 0.2444 Ha. The total energy is -2070.117622 hartree. The value obtained for the LUMO energy is -2.394 eV. As for the total charge: +1. As for the spin multiplicity: 1.

```
89
Properties=species:S:1:pos:R:3:forces:R:3
Ba 0.1829 0.3619 -0.1058 -0.17 -0.41 0.12
C -1.6086 -1.7166 2.8636 0.04 0.12 0.16
C -2.3841 -2.0367 1.5824 -0.14 -0.05 -0.17
C -3.2870 -0.9045 1.1679 -0.02 0.03 0.03
C -4.6702 -1.0174 1.2735 0.03 0.01 0.00
C -5.4674 0.0649 0.9430 -0.01 0.03 -0.01
C -4.8636 1.2419 0.5265 -0.01 -0.02 0.01
C -3.4827 1.2689 0.4481 -0.03 -0.04 0.00
N -2.7074 0.2254 0.7480 0.10 0.01 -0.07
N -0.2920 -1.0893 2.6535 0.01 0.29 0.09
C 0.7870 -2.0793 2.7452 0.02 0.06 0.10
C 0.6573 -3.1647 1.7205 0.00 -0.12 -0.02
C 0.4298 -4.4799 2.0977 0.01 0.02 0.01
C 0.3043 -5.4517 1.1172 0.00 -0.02 0.02
C 0.4102 -5.0669 -0.2054 0.01 0.01 -0.06
C 0.6425 -3.7292 -0.4899 -0.02 0.02 0.03
N 0.7664 -2.7852 0.4435 -0.06 -0.04 -0.10
C -0.0459 -0.0587 3.6725 0.01 -0.06 -0.01
C -0.7726 1.2433 3.4467 0.01 0.00 -0.05
C -1.5692 1.8091 4.4284 0.00 0.00 0.00
C -2.1083 3.0706 4.2121 -0.01 0.02 0.01
C -1.8238 3.7276 3.0295 0.01 -0.02 -0.02
C -1.0261 3.0793 2.0963 -0.01 0.06 0.04
N -0.5232 1.8660 2.2905 -0.04 -0.09 -0.07
H -1.4852 -2.6279 3.4615 -0.03 -0.01 0.00
H -2.2154 -1.0342 3.4635 0.01 -0.02 0.01
H -2.9986 -2.9220 1.7537 0.03 -0.01 -0.02
H -1.6952 -2.2777 0.7710 0.00 -0.01 0.00
H -5.1107 -1.9452 1.6134 0.00 0.00 0.00
H -6.5449 -0.0069 1.0140 0.00 0.00 0.00
H -5.4432 2.1158 0.2653 0.00 0.00 0.00
H -2.9727 2.1697 0.1215 0.00 0.01 -0.01
H 0.8222 -2.5299 3.7488 -0.02 0.01 0.00
H 1.7355 -1.5602 2.5865 -0.01 0.01 -0.02
H 0.3548 -4.7330 3.1470 0.00 -0.01 0.00
H 0.1283 -6.4855 1.3838 0.00 0.00 0.00
H 0.3225 -5.7807 -1.0125 -0.01 -0.01 0.01
H 0.7309 -3.4035 -1.5170 0.01 0.01 -0.01
H 1.0231 0.1668 3.6539 -0.01 0.02 0.02
H -0.2776 -0.4388 4.6776 0.03 0.00 0.01
H -1.7524 1.2783 5.3536 0.00 0.00 0.00
H -2.7294 3.5369 4.9657 0.00 0.00 0.00
H -2.2001 4.7211 2.8306 0.01 0.00 -0.01
H -0.7587 3.5680 1.1629 0.00 -0.01 0.00
N 2.7274 1.0442 1.2504 0.02 0.05 0.03
C 2.5292 2.4281 1.5620 0.05 -0.11 -0.04
C 2.3652 2.8128 2.8874 0.04 0.03 0.00
C 2.1258 4.1371 3.2120 -0.01 0.00 0.00
C 2.0579 5.0879 2.2029 0.00 0.00 0.02
C 2.2484 4.7002 0.8851 0.01 0.02 -0.02
C 2.4875 3.3725 0.5308 -0.01 0.03 0.07
C 2.7139 2.9959 -0.8993 -0.01 0.07 0.16
C 3.7968 3.5883 -1.5579 -0.02 -0.03 -0.05
C 4.0331 3.3064 -2.8938 -0.01 -0.01 -0.01
C 3.1661 2.4535 -3.5667 0.04 0.14 0.01
C 2.0951 1.8879 -2.8881 -0.11 -0.05 0.21
C 1.8202 2.1038 -1.5190 0.08 -0.02 -0.32
H 3.1515 0.5604 2.0324 0.08 0.02 -0.02
H 3.3331 0.9655 0.4378 -0.02 -0.02 -0.01
H 2.4375 2.0675 3.6733 0.00 0.00 0.01
H 2.0033 4.4245 4.2484 0.00 0.00 0.00
H 1.8773 6.1275 2.4429 0.00 0.00 0.00
H 2.2174 5.4397 0.0935 0.00 0.00 0.00
H 4.4583 4.2631 -1.0244 -0.01 0.00 0.02
H 4.8761 3.7541 -3.4050 0.00 0.00 -0.01
H 3.3245 2.2456 -4.6195 -0.01 -0.02 0.00
H 1.4387 1.2350 -3.4649 0.01 0.00 -0.01
C 3.4298 -1.8505 -3.1407 -0.03 0.01 0.02
C 2.6279 -1.3358 -2.1147 0.09 0.08 -0.03
N 1.3267 -1.1859 -2.2107 -0.01 -0.03 -0.06
C 0.7174 -1.5520 -3.3568 -0.08 0.02 0.04
C 1.4293 -2.0809 -4.4431 0.02 -0.03 -0.05
C 2.8222 -2.2193 -4.3099 0.02 0.00 -0.01
C 0.7409 -2.4691 -5.6414 0.05 0.01 0.03
C -0.5952 -2.3435 -5.7332 -0.04 0.01 0.01
C -1.3605 -1.8116 -4.6403 -0.01 -0.02 -0.07
C -2.7565 -1.6746 -4.7236 0.01 -0.01 -0.01
C -3.4435 -1.1557 -3.6618 0.00 0.02 0.02
C -2.7203 -0.7726 -2.5253 -0.01 0.01 0.07
N -1.4118 -0.8861 -2.4086 0.10 -0.01 0.00
C -0.7264 -1.4068 -3.4557 0.05 0.04 0.01
H 4.4978 -1.9383 -3.0031 0.00 0.00 0.00
H 3.0855 -1.0242 -1.1803 -0.01 -0.01 0.00
H 3.3987 -2.6161 -5.1365 -0.01 0.00 0.00
H 1.3210 -2.8657 -6.4649 0.00 0.00 0.00
H -1.1194 -2.6373 -6.6337 -0.01 0.00 0.00
H -3.2691 -1.9795 -5.6277 0.00 0.00 0.00
H -4.5170 -1.0325 -3.6850 0.00 0.00 0.00
H -3.2436 -0.3534 -1.6731 0.00 -0.01 -0.03
```
Positions in Å, forces in eV/Å.